8
Properties=species:S:1:pos:R:3:forces:R:3 method="wB97M-V/def2-TZVPD" homo_energy_ha=-0.1456 homo_lumo_gap_ev=6.948 de_lowest_kj_mol=425.3 spin_multiplicity=1 largest_force_ha_per_bohr=0.049 charge=-1 total_energy_ev=-85361.34589
C 1.871 0.920 0.117 -0.492 -1.667 -0.232
C -0.431 -0.332 0.088 1.658 1.875 0.341
C -0.879 -1.222 -0.906 -0.116 0.188 -0.377
O -1.302 -1.551 -1.971 -0.111 -0.268 -0.152
O -0.467 -1.814 0.215 0.010 -1.218 0.217
Br 1.276 2.691 0.092 -0.322 0.753 0.210
I -2.023 0.649 1.173 -0.272 0.108 0.115
H 1.955 0.659 1.193 -0.354 0.229 -0.122



8
Properties=species:S:1:pos:R:3:forces:R:3 method="wB97M-V/def2-TZVPD" homo_energy_ha="-0.3206 / -0.3189" homo_lumo_gap_ev="6.980 / 6.789" de_lowest_kj_mol=327.5 spin_multiplicity=1 largest_force_ha_per_bohr=0.070 charge=0 total_energy_ev=-78191.14165
C -0.120 -0.179 -0.313 -2.987 0.090 1.965
C 1.110 0.256 -0.692 2.361 0.196 -0.854
C -0.374 2.903 0.028 0.255 1.894 0.541
N -1.105 0.646 0.014 -0.461 -2.739 0.031
N -0.897 1.888 0.369 0.353 0.165 -0.100
O -0.029 4.020 -0.016 0.344 0.022 -0.549
Br 2.701 0.771 0.080 -1.185 -0.319 -0.071
H -0.569 -1.207 -0.222 1.320 0.690 -0.964



7
Properties=species:S:1:pos:R:3:forces:R:3 method="wB97M-V/def2-TZVPD" s_squared=0.75 homo_energy_ha="-0.2961 / -0.4024" homo_lumo_gap_ev="7.956 / 9.427" spin_multiplicity=2 largest_force_ha_per_bohr=0.065 charge=0 total_energy_ev=-11781.31133
O -1.129 0.401 0.407 0.063 0.191 1.597
O 0.529 -0.237 -0.874 1.688 -0.264 0.878
C 0.069 0.049 0.263 0.089 0.000 0.837
Cd -1.303 0.379 -1.706 -1.946 0.482 -2.676
C 1.925 -0.848 1.767 0.171 0.235 0.337
C 0.940 -0.087 1.463 -0.455 -1.161 0.798
H 0.597 -0.255 2.617 0.389 0.516 -1.772